{"formula": "CH3NO2S", "method": "the ωB97M-V functional and the def2-TZVPD basis", "charge": 0, "orbital_gap_ev": [9.0, 9.1], "lumo_energy_ev": [-2.1609, -2.1286], "relative_energy_kcal_mol": 90.81, "total_energy_ha": -643.1694, "mol_weight_g_mol": 93.11, "homo_energy_ev": [-11.168, -11.185], "spin_multiplicity": 1, "species": ["C", "N", "O", "O", "S", "H", "H", "H"], "xyz": [[0.774, 0.227, -0.784], [0.126, 0.100, 1.363], [-1.222, -1.429, -0.102], [-1.726, 1.103, -0.318], [-0.813, -0.007, 0.007], [0.905, 1.340, -0.872], [1.657, -0.475, -0.761], [0.300, -0.860, 1.467]], "forces_ev_per_a": [[-0.497, 1.128, 3.188], [-0.543, 3.076, -3.119], [0.165, 2.729, -0.204], [2.235, -2.221, 0.987], [-0.997, -2.023, -0.822], [0.382, -1.263, -0.144], [-1.439, 0.614, -0.365], [0.694, -2.040, 0.480]], "mulliken_charge": [-0.33, -0.47, -0.59, -0.55, 1.03, 0.29, 0.30, 0.32]}